{
  "formula": "C18H28AgO10",
  "method": "the ωB97M-V functional and the def2-TZVPD basis",
  "symbols": ["Ag", "O", "C", "C", "O", "H", "H", "H", "H", "O", "C", "O", "C", "C", "C", "H", "H", "H", "H", "H", "H", "O", "C", "O", "C", "C", "C", "H", "H", "H", "H", "H", "H", "O", "C", "O", "C", "C", "C", "H", "H", "H", "H", "H", "H", "O", "C", "O", "C", "C", "C", "H", "H", "H", "H", "H", "H"],
  "coordinates": [[-0.594, -0.526, -0.778], [-0.056, -2.810, -0.568], [-0.546, -3.442, -1.762], [-0.984, -2.481, -3.000], [-1.653, -1.276, -2.652], [-1.446, -4.000, -1.506], [0.227, -4.184, -1.968], [-1.464, -2.980, -3.842], [-0.052, -2.228, -3.506], [-1.220, -0.459, 1.472], [-1.672, -0.926, 2.525], [-2.298, -0.141, 3.399], [-2.566, -0.647, 4.666], [-2.495, -2.148, 4.320], [-1.660, -2.322, 3.022], [-3.573, -0.460, 5.041], [-1.721, -0.392, 5.305], [-3.524, -2.490, 4.207], [-2.182, -2.846, 5.096], [-2.049, -3.006, 2.267], [-0.590, -2.512, 3.116], [1.519, -0.334, 0.418], [2.582, -0.196, 1.041], [2.556, -0.076, 2.419], [3.882, 0.114, 2.984], [4.722, 0.435, 1.781], [3.992, 0.078, 0.504], [4.154, -0.861, 3.387], [3.905, 0.777, 3.849], [5.592, -0.215, 1.871], [5.046, 1.467, 1.651], [4.319, -0.927, 0.238], [4.079, 0.926, -0.176], [0.774, 0.631, -2.172], [1.497, 0.412, -3.150], [2.779, -0.053, -3.081], [3.409, -0.190, -4.391], [2.297, -0.235, -5.409], [1.155, 0.550, -4.649], [3.993, -1.111, -4.384], [4.124, 0.570, -4.704], [2.060, -1.294, -5.511], [2.598, 0.200, -6.362], [0.148, 0.170, -4.821], [1.032, 1.596, -4.929], [-1.583, 1.554, -0.305], [-2.407, 2.304, 0.245], [-2.799, 2.150, 1.534], [-3.758, 3.058, 1.935], [-3.573, 4.248, 0.908], [-3.243, 3.477, -0.391], [-3.706, 3.406, 2.967], [-4.782, 2.721, 1.772], [-2.831, 4.979, 1.232], [-4.513, 4.793, 0.818], [-2.737, 4.078, -1.146], [-4.161, 3.074, -0.820]],
  "total_energy_ha": -1601.8500,
  "e_above_lowest_kcal_mol": 0.0,
  "spin_multiplicity": 2,
  "lumo_energy_ev": [0.7, 0.0],
  "gap_ha": [0.2751, 0.2241],
  "charge": 0,
  "s2": 0.765,
  "e_homo_ha": [-0.2494, -0.2257]
}